Record 1
DFT (wB97M-V/def2-TZVPD) results for a 2-piece molecular cluster, C2H8NO overall at a distorted geometry.

For the frontier orbital gap, the calculation gives 6.874 eV. The value obtained for the maximum force is 5.14 eV/Å. Its HOMO energy is -2.5 eV. The total charge is -1.

Atoms and positions in Å:
O 0.65 -1.67 1.57
H 0.72 -2.56 1.27
C -0.75 1.61 -0.07
N -0.73 0.28 -0.60
C 0.65 -0.17 -1.03
H -0.05 1.69 0.85
H -1.82 1.85 0.24
H -0.47 2.41 -0.79
H -0.84 -0.40 0.11
H 1.03 -1.03 -0.54
H 0.67 0.02 -2.15
H 1.35 0.70 -0.75



Record 2
DFT (wB97M-V/def2-TZVPD) results for an isolated ion of composition C5H12N3S and charge +1 at a distorted geometry.

For the frontier orbital gap, the calculation gives 9.999 eV. The value obtained for the maximum force is 3.78 eV/Å. Its HOMO energy is -13.2 eV. The total charge is +1. As for the SMILES: C=N/C(=N/[NH+](C)C)SC.

Atoms and positions in Å:
C 1.76 -1.85 1.76
N 0.71 -1.58 1.12
C 0.27 -0.38 0.63
N 0.67 -0.04 -0.59
N -0.04 0.80 -1.40
C -0.97 0.02 -2.27
C 0.84 1.68 -2.21
S -1.25 0.33 1.26
C -1.33 -0.38 2.94
H 2.42 -1.05 2.19
H 1.93 -2.82 2.20
H -0.47 1.54 -0.92
H -1.66 0.71 -2.82
H -0.39 -0.56 -2.93
H -1.41 -0.71 -1.58
H 1.45 0.94 -2.79
H 0.23 2.28 -2.84
H 1.43 2.47 -1.61
H -2.36 -0.22 3.35
H -0.74 0.34 3.58
H -1.09 -1.53 2.93



Record 3
DFT (wB97M-V/def2-TZVPD) results for C16H31NP2PtS as an isolated structure at a distorted geometry.

Its multiplicity is 5. For the frontier orbital gap (alpha / beta), the calculation gives 5.411 / 4.220 eV. The value obtained for the maximum force is 3.91 eV/Å. Its HOMO energy (alpha / beta) is -10.9 / -14.5 eV. The total charge is +2.

Atoms and positions in Å:
P 1.82 2.54 1.63
P -0.43 -0.35 2.07
C 0.02 2.32 1.22
C -0.71 1.45 2.27
H -0.06 1.87 0.21
H -0.40 3.34 1.16
H -0.32 1.65 3.28
H -1.81 1.60 2.22
C -1.89 -1.21 2.68
H -1.96 -1.00 3.76
H -1.74 -2.28 2.50
H -2.76 -0.85 2.13
C 0.81 -0.84 3.30
H 0.30 -1.26 4.18
H 1.44 0.02 3.60
H 1.43 -1.62 2.84
C 2.48 2.92 -0.05
H 3.57 2.99 0.04
H 2.09 3.86 -0.46
H 2.23 2.08 -0.71
C 1.95 4.20 2.43
H 1.26 4.31 3.27
H 1.77 4.98 1.68
H 2.96 4.32 2.82
Pt -0.02 -1.44 -0.77
C -2.08 -1.43 -1.17
C -1.46 -2.60 -1.74
C -1.16 -2.63 -3.23
C -0.13 -1.59 -3.74
C 0.59 -0.86 -2.63
C -0.06 0.26 -1.99
C -1.43 0.74 -2.40
C -2.54 -0.27 -2.03
C 1.73 -0.64 -0.01
H -2.66 -1.57 -0.25
H -1.69 -3.57 -1.27
H -2.06 -2.55 -3.85
H -0.75 -3.62 -3.43
H 0.61 -2.10 -4.37
H -0.64 -0.86 -4.37
H 1.68 -0.77 -2.74
H 0.59 1.11 -1.72
H -1.44 0.91 -3.49
H -1.62 1.72 -1.92
H -3.36 0.27 -1.54
H -2.95 -0.68 -2.96
H 2.20 -1.50 0.48
H 1.54 0.17 0.73
H 2.34 -0.22 -0.82
S 1.94 -4.75 1.38
C 0.85 -3.68 1.00
N -0.06 -2.89 0.78



Record 4
DFT (wB97M-V/def2-TZVPD) results for a 2-piece molecular cluster, C5H12Si overall at a distorted geometry.

For the frontier orbital gap (alpha / beta), the calculation gives 4.886 / 3.063 eV. The value obtained for the maximum force is 1.02 eV/Å. Its HOMO energy (alpha / beta) is -6.5 / -5.8 eV.

Atoms and positions in Å:
C 1.72 -0.38 2.09
C 2.30 -0.21 0.96
C 3.46 0.25 0.22
C -3.56 -0.23 -1.05
C -0.51 -0.17 -1.26
Si -1.95 0.47 -0.31
H 0.71 -0.76 2.16
H 2.18 -0.18 3.06
H 4.02 -0.60 -0.18
H 3.15 0.88 -0.61
H 4.13 0.84 0.86
H -3.72 0.13 -2.06
H -3.52 -1.32 -1.09
H -4.42 0.05 -0.45
H 0.27 0.46 -1.63
H -0.38 -1.22 -1.46
H -1.91 0.05 1.11
H -1.97 1.94 -0.35